This record from the Open Molecules 2025 dataset describes 5 unconnected molecules or ions with the total composition C19H39NO5 in a non-equilibrium geometry. The level of theory is the ωB97M-V functional and the def2-TZVPD basis.

Structure (XYZ):
```
64
Properties=species:S:1:pos:R:3:mulliken_charge:R:1
C 3.240 2.555 3.442 -0.98
N 3.960 3.189 2.372 -0.04
C 5.262 3.297 2.264 0.70
C 5.750 3.921 0.975 -1.04
O 6.098 2.950 3.069 -0.64
H 3.465 3.118 4.348 0.30
H 3.325 1.476 3.575 0.31
H 2.154 2.559 3.353 0.37
H 3.391 3.500 1.598 0.16
H 5.538 3.125 0.261 0.34
H 6.769 4.251 0.773 0.33
H 5.021 4.591 0.521 0.19
C 1.198 8.133 -0.328 -0.48
C 0.600 6.962 -1.206 -0.50
C 1.458 5.787 -0.991 -0.55
O 2.053 5.956 0.265 -0.26
C 2.359 7.337 0.358 -0.57
H 0.534 8.503 0.453 0.23
H 1.531 9.012 -0.880 0.30
H 0.302 7.266 -2.209 0.39
H -0.274 6.623 -0.650 0.18
H 2.226 5.637 -1.749 0.29
H 0.863 4.879 -1.091 0.33
H 3.293 7.648 -0.111 0.28
H 2.451 7.547 1.424 0.37
C -0.315 -7.088 -4.243 -0.61
C -0.547 -7.435 -2.791 -0.48
C -1.899 -8.138 -2.597 -0.33
O -2.533 -7.687 -3.829 -0.43
C -1.721 -7.095 -4.848 -0.28
H 0.291 -7.867 -4.704 0.23
H 0.439 -6.306 -4.328 0.38
H -0.631 -6.516 -2.212 0.15
H 0.274 -7.913 -2.256 0.40
H -2.430 -7.814 -1.702 0.25
H -1.847 -9.224 -2.681 0.24
H -2.090 -6.080 -4.994 0.23
H -1.633 -7.612 -5.803 0.25
C 0.936 0.011 0.438 -0.30
C 0.225 -0.292 -0.865 -0.50
C 0.310 -1.851 -0.899 -0.45
O 1.578 -2.121 -0.227 -0.43
C 1.787 -1.233 0.814 -0.41
H 0.266 0.358 1.224 0.33
H 1.515 0.923 0.290 0.04
H 0.969 -0.074 -1.631 0.29
H -0.796 0.089 -0.851 0.33
H 0.407 -2.168 -1.937 0.29
H -0.482 -2.389 -0.377 0.25
H 2.857 -1.026 0.826 0.29
H 1.288 -1.697 1.665 0.27
C -5.485 -1.925 3.193 -0.68
C -6.030 -0.957 2.212 -0.46
C -5.497 -1.386 0.915 -0.40
O -4.184 -1.882 1.262 -0.39
C -4.137 -2.404 2.595 -0.35
H -6.237 -2.710 3.272 0.24
H -5.341 -1.551 4.207 0.36
H -5.763 0.083 2.398 0.22
H -7.112 -0.874 2.112 0.34
H -5.255 -0.592 0.209 0.25
H -6.198 -2.059 0.422 0.27
H -3.448 -1.826 3.210 0.31
H -4.097 -3.491 2.672 0.27
```

Properties
F_max (eV Å⁻¹): 3.5
Gap between HOMO and LUMO (hartree): 0.3591
ΔE to the lowest compared entry with this formula, charge and spin (kcal/mol): 5.5
Charge: 0
HOMO energy (eV): -9.31
SMILES string: CNC(C)=O.C1CCOC1.C1CCOC1.C1CCOC1.C1CCOC1


This record from the Open Molecules 2025 dataset describes a molecular structure, C19H40AlNP3Se in a non-equilibrium geometry. The level of theory is the ωB97M-V functional and the def2-TZVPD basis.

Structure (XYZ):
```
65
Properties=species:S:1:pos:R:3:mulliken_charge:R:1
Al -0.135 -0.815 0.268 0.22
P 0.295 2.131 2.136 0.94
P -2.467 0.127 0.412 1.12
P 2.344 -0.568 0.336 1.02
H -1.525 -3.582 -4.894 0.34
C -0.820 -4.316 -4.488 -0.62
C -0.686 -4.448 -3.159 -0.34
H -1.365 -3.966 -2.409 0.19
C 0.473 3.781 1.332 -1.45
C -1.066 2.479 3.315 -1.23
C 1.685 2.158 3.315 -1.33
C -3.500 -0.800 -0.778 -1.30
C -3.185 -0.282 2.050 -1.15
C -2.991 1.859 0.130 -1.32
C 3.101 -1.761 -0.809 -1.29
C 3.009 -1.030 1.974 -1.28
C 3.175 1.013 -0.032 -1.11
H -0.275 -4.954 -5.237 0.26
H 0.066 -5.080 -2.688 0.24
H 0.558 4.599 2.064 0.48
H -0.392 3.964 0.672 0.39
H 1.358 3.767 0.677 0.39
H -0.846 3.365 3.918 0.51
H -1.158 1.630 4.002 0.24
H -2.015 2.623 2.786 0.30
H 1.639 3.034 3.971 0.54
H 2.634 2.141 2.776 0.39
H 1.640 1.262 3.942 0.26
H -4.555 -0.549 -0.618 0.48
H -3.347 -1.882 -0.647 0.41
H -3.216 -0.532 -1.804 0.37
H -4.125 0.259 2.213 0.48
H -2.500 -0.025 2.865 0.08
H -3.369 -1.360 2.111 0.43
H -4.082 1.935 0.255 0.52
H -2.727 2.157 -0.894 0.40
H -2.499 2.562 0.809 0.15
H 4.171 -1.860 -0.585 0.49
H 2.970 -1.415 -1.841 0.35
H 2.606 -2.736 -0.711 0.39
H 4.074 -1.279 1.870 0.50
H 2.478 -1.902 2.374 0.37
H 2.896 -0.219 2.706 0.22
H 4.254 0.840 -0.105 0.50
H 2.978 1.771 0.730 0.09
H 2.807 1.403 -0.986 0.31
C -0.022 1.025 -2.877 0.68
C -0.506 -0.264 -3.119 -0.24
C -0.080 -0.991 -4.224 -0.23
C 0.628 -0.334 -5.234 -0.34
C 0.878 1.039 -5.123 -0.51
C 0.543 1.732 -3.960 -0.62
Se 0.063 1.540 -1.054 0.17
H -0.228 -2.092 -0.735 -0.26
H -1.106 -0.704 -2.335 0.15
H -0.298 -2.061 -4.287 0.06
H 0.980 -0.899 -6.097 0.51
H 1.362 1.537 -5.967 0.44
H 0.774 2.781 -3.873 0.54
C -0.241 -1.355 4.736 -1.32
C -0.215 -1.115 3.322 1.20
N -0.167 -1.075 2.145 -0.32
H -1.208 -1.793 5.044 0.38
H -0.088 -0.415 5.296 0.35
H 0.566 -2.056 5.019 0.41
```

Properties
F_max (eV Å⁻¹): 4.5
Gap between HOMO and LUMO (spin up / spin down) (hartree): 0.1527 / 0.1397
ΔE to the lowest compared entry with this formula, charge and spin (kcal/mol): 11.0
Charge: +3
HOMO energy (spin up / spin down) (eV): -16.81 / -16.81


This record from the Open Molecules 2025 dataset describes 2 unconnected molecules or ions with the total composition C19H40BClN2O11PS in a non-equilibrium geometry. The level of theory is the ωB97M-V functional and the def2-TZVPD basis.

Structure (XYZ):
```
76
Properties=species:S:1:pos:R:3:mulliken_charge:R:1
C -3.976 0.211 2.218 -1.22
C -3.718 1.531 1.501 -0.42
N -2.486 1.485 0.707 0.03
B -2.630 1.184 -0.783 0.00
O -3.924 0.649 -1.178 -0.93
O -1.576 0.140 -1.199 0.53
C -0.854 0.524 -2.244 -0.17
O 0.566 0.393 -1.934 -0.27
C 1.034 -0.930 -2.000 1.15
C 2.272 -1.099 -1.138 -1.76
N 1.958 -1.511 0.235 0.31
C 1.537 -2.913 0.351 -1.36
C 0.077 -3.007 0.762 2.05
C -0.517 -4.392 0.571 -1.84
O -0.058 -2.670 2.144 -0.68
O -1.011 -0.273 -3.386 -0.57
C -2.340 -0.694 -3.667 -0.19
C -2.702 -2.031 -3.041 0.86
C -1.682 -3.112 -3.326 -1.38
O -3.975 -2.407 -3.607 -0.63
C -1.096 2.082 -2.407 1.37
C 0.118 2.964 -2.109 -0.87
S 0.462 3.402 -0.398 -0.33
C 1.559 2.093 0.212 -0.07
C 0.894 1.116 1.161 0.40
P -1.683 2.825 -4.101 -0.09
O -1.184 1.788 -5.290 -0.48
Cl -3.734 2.512 -4.213 -0.27
O -2.184 2.361 -1.600 -0.65
H -4.660 0.368 3.055 0.45
H -4.353 -0.554 1.546 0.22
H -3.028 -0.106 2.649 0.20
H -3.584 2.286 2.281 0.42
H -4.602 1.834 0.929 0.23
H -2.082 2.413 0.750 0.07
H -4.487 1.381 -1.434 0.18
H 1.299 -1.197 -3.025 0.19
H 0.283 -1.626 -1.630 -1.08
H 2.874 -0.192 -1.130 0.42
H 2.883 -1.872 -1.629 0.51
H 2.825 -1.427 0.750 0.18
H 2.124 -3.389 1.139 0.39
H 1.706 -3.475 -0.573 0.29
H -0.518 -2.282 0.202 -0.55
H -0.342 -4.991 1.462 0.44
H -0.135 -4.885 -0.319 0.34
H -1.596 -4.304 0.462 0.42
H 0.392 -1.823 2.250 0.27
H -2.402 -0.807 -4.750 0.57
H -3.085 0.028 -3.365 -0.06
H -2.879 -1.902 -1.977 -0.19
H -1.384 -3.110 -4.376 0.34
H -0.806 -3.038 -2.690 0.10
H -2.150 -4.078 -3.121 0.49
H -3.792 -2.938 -4.384 0.38
H 1.002 2.554 -2.596 0.27
H -0.066 3.932 -2.578 0.63
H 2.379 2.618 0.706 0.60
H 1.973 1.586 -0.656 -0.35
H 0.600 1.615 2.081 0.61
H 1.575 0.301 1.398 -0.46
H 0.019 0.673 0.691 -0.35
H -0.268 1.559 -5.101 0.36
C 5.333 2.613 5.634 -1.46
C 4.589 1.492 4.955 0.51
C 4.268 1.702 3.493 -0.62
O 3.094 0.903 3.320 -0.11
C 2.463 0.835 4.522 0.54
O 1.378 0.400 4.702 -0.48
O 3.269 1.340 5.501 -0.40
H 5.283 2.501 6.716 0.36
H 6.380 2.611 5.331 0.38
H 4.897 3.580 5.380 0.35
H 5.115 0.543 5.099 0.26
H 5.053 1.366 2.819 0.32
H 4.013 2.740 3.268 0.32
```

Properties
F_max (eV Å⁻¹): 1.7
Gap between HOMO and LUMO (hartree): 0.2445
ΔE to the lowest compared entry with this formula, charge and spin (kcal/mol): 7.4
Charge: -1
HOMO energy (eV): -4.59


Q: Number 1 is which compound?
A: C19H39NO5